97
Properties=species:S:1:pos:R:3:forces:R:3:lowdin_spin:R:1 method="wB97M-V/def2-TZVPD" max_force_ev_per_a=1.54 total_charge=0 multiplicity=6 orbital_gap_ev="5.164 / 7.936" s2=8.805 total_energy_ha=-4537.6502
Cr -0.755 1.026 0.644 -1.067 1.103 0.133 2.932
O -1.418 2.877 -3.215 -0.042 0.045 -0.038 0.069
C -1.070 2.484 -1.969 -0.122 -0.173 0.184 0.205
O -1.484 1.361 -1.520 0.181 0.064 0.139 0.142
C -0.323 3.352 -1.169 -0.073 0.016 -0.347 0.158
C 0.093 4.670 -1.499 0.091 0.155 0.063 0.215
C 0.609 5.468 -0.493 -0.123 -0.131 -0.147 0.078
C 0.667 5.020 0.823 -0.056 0.042 0.184 0.231
C 0.240 3.697 1.097 -0.024 0.161 0.181 0.124
N -0.120 2.860 0.085 0.218 -0.254 0.198 0.251
C 0.076 3.094 2.344 0.009 0.256 -0.051 0.264
O 0.217 3.809 3.483 0.095 0.028 -0.088 0.084
O -0.246 1.839 2.453 -0.405 -0.498 -0.444 0.112
H -1.917 2.154 -3.619 0.108 -0.068 0.014 0.001
H -0.053 5.034 -2.504 0.044 -0.004 -0.022 0.013
H 0.929 6.475 -0.731 0.012 0.015 0.028 -0.001
H 0.999 5.650 1.633 0.018 0.016 0.006 0.014
H -0.060 3.239 4.210 0.027 -0.083 0.008 0.002
O 2.041 -1.415 -1.337 0.372 0.000 -0.392 0.001
C 3.148 -1.403 -0.533 0.165 -0.104 0.520 0.000
C 4.395 -1.844 -0.966 0.020 0.071 -0.168 0.000
C 5.438 -1.962 -0.067 0.003 0.013 -0.049 0.000
C 5.257 -1.598 1.258 0.023 0.055 0.083 0.000
C 4.061 -1.026 1.647 0.027 -0.158 -0.008 0.000
C 2.990 -0.910 0.763 -0.273 0.004 -0.465 0.002
P 1.505 0.052 1.352 1.072 -0.350 0.580 0.006
C 1.060 -1.038 2.757 -0.092 0.010 -0.009 0.001
C 0.995 -2.404 2.473 0.024 0.149 -0.062 -0.001
C 0.474 -3.296 3.394 -0.017 -0.103 0.008 0.000
C -0.006 -2.838 4.611 -0.077 0.071 0.000 -0.001
C 0.052 -1.484 4.902 0.089 -0.011 0.049 0.001
C 0.584 -0.590 3.987 0.028 0.031 0.021 0.000
C 2.542 1.438 1.948 -0.133 0.196 -0.147 0.003
C 2.953 2.302 0.933 -0.047 -0.068 0.033 0.004
C 3.711 3.423 1.218 0.129 -0.033 -0.036 0.003
C 4.085 3.688 2.528 -0.069 -0.004 -0.010 0.002
C 3.705 2.816 3.535 0.025 -0.014 0.123 0.000
C 2.943 1.691 3.253 -0.096 0.015 -0.002 0.002
C 1.589 -2.588 -1.921 -0.493 -0.311 0.109 0.001
C 2.360 -3.677 -2.300 0.188 0.059 0.037 0.000
C 1.749 -4.754 -2.929 -0.040 0.035 0.029 0.000
C 0.385 -4.760 -3.157 -0.077 -0.094 -0.074 0.000
C -0.386 -3.683 -2.747 0.107 -0.022 0.086 0.001
C 0.203 -2.597 -2.115 0.270 0.239 0.253 0.007
P -0.613 -1.004 -1.637 -0.161 -0.688 -0.379 0.028
C -0.340 -0.321 -3.319 -0.171 0.315 0.114 0.004
C 0.751 0.531 -3.493 -0.149 -0.103 0.043 0.004
C 0.977 1.137 -4.718 0.058 0.003 -0.003 0.000
C 0.114 0.907 -5.778 -0.005 0.029 0.000 0.001
C -0.962 0.044 -5.616 -0.035 -0.046 -0.050 0.001
C -1.187 -0.575 -4.393 0.083 0.035 0.004 0.002
C -2.349 -1.583 -1.528 -0.008 0.028 -0.079 0.001
C -2.576 -2.721 -0.748 -0.049 0.043 -0.122 0.001
C -3.862 -3.138 -0.450 0.005 -0.010 0.041 0.001
C -4.951 -2.409 -0.905 -0.034 0.020 0.009 0.000
C -4.741 -1.274 -1.672 -0.066 0.069 0.002 0.000
C -3.451 -0.859 -1.975 0.094 -0.003 -0.011 0.001
H 4.554 -2.065 -2.011 -0.051 -0.065 -0.003 0.000
H 6.394 -2.340 -0.405 0.022 0.019 -0.017 0.000
H 6.057 -1.723 1.975 0.019 0.044 0.008 0.000
H 3.948 -0.672 2.663 0.006 -0.010 0.008 0.000
H 1.328 -2.758 1.503 0.035 -0.102 0.050 0.000
H 0.429 -4.352 3.159 -0.008 -0.002 -0.047 0.000
H -0.454 -3.523 5.318 0.068 -0.045 0.016 0.000
H -0.333 -1.110 5.842 0.001 -0.023 0.021 0.000
H 0.578 0.463 4.220 -0.034 0.042 -0.085 0.000
H 2.648 2.104 -0.090 -0.015 0.067 -0.020 0.001
H 3.997 4.091 0.417 -0.010 0.027 0.008 0.001
H 4.654 4.577 2.766 0.033 -0.007 -0.013 0.000
H 3.987 3.014 4.562 0.044 0.023 0.002 0.000
H 2.659 1.030 4.061 -0.012 -0.020 -0.026 0.000
H 3.420 -3.717 -2.118 -0.004 0.021 -0.007 0.000
H 2.359 -5.588 -3.249 0.005 -0.028 0.039 0.000
H -0.080 -5.603 -3.649 -0.008 -0.005 -0.016 0.000
H -1.457 -3.694 -2.897 -0.002 0.004 -0.056 0.000
H 1.395 0.738 -2.648 0.042 0.047 -0.033 0.002
H 1.813 1.815 -4.832 0.006 0.013 -0.020 0.000
H 0.267 1.412 -6.723 0.029 -0.037 -0.031 0.000
H -1.630 -0.151 -6.445 -0.011 0.016 -0.005 0.000
H -2.028 -1.246 -4.272 -0.004 -0.005 -0.024 0.000
H -1.731 -3.273 -0.356 -0.026 -0.045 0.014 0.000
H -4.014 -4.022 0.157 0.011 -0.002 0.011 0.000
H -5.959 -2.711 -0.648 -0.007 -0.043 -0.038 0.000
H -5.584 -0.696 -2.029 -0.007 0.005 0.006 0.000
H -3.296 0.049 -2.540 0.000 0.030 -0.009 0.000
O -2.581 1.772 0.771 0.241 0.234 0.025 0.017
N -3.594 1.105 1.286 -0.394 -0.542 0.411 0.003
C -4.808 1.692 1.280 0.035 0.211 -0.082 0.001
C -5.893 1.081 1.848 -0.081 -0.068 0.030 0.002
C -5.737 -0.177 2.433 0.240 -0.019 -0.007 0.002
C -4.500 -0.775 2.406 -0.270 0.063 0.012 0.000
C -3.408 -0.135 1.811 0.299 0.184 -0.253 0.002
S -1.851 -0.821 1.721 0.231 -0.062 0.109 -0.003
H -4.829 2.662 0.807 0.037 0.010 0.024 0.000
H -6.849 1.582 1.847 0.015 0.053 -0.060 0.000
H -6.574 -0.673 2.906 -0.032 -0.016 -0.011 0.000
H -4.322 -1.748 2.842 -0.021 -0.026 -0.012 0.000



13
Properties=species:S:1:pos:R:3:forces:R:3:lowdin_spin:R:1 method="wB97M-V/def2-TZVPD" max_force_ev_per_a=3.92 total_charge=+1 multiplicity=2 orbital_gap_ev="6.468 / 6.179" s2=0.751 total_energy_ha=-1502.0360
C -0.125 -1.683 -0.754 -0.342 -0.530 0.171 0.000
O 0.096 -0.388 -0.225 2.083 0.679 0.666 0.002
C -0.994 0.405 0.171 -0.698 1.533 -1.895 0.003
C -0.805 1.716 -0.180 -1.742 -1.469 0.551 0.000
O 0.388 2.171 -0.478 1.775 -0.411 -0.199 0.004
H 0.778 -1.913 -1.331 -0.427 -0.214 -0.137 0.000
H -0.227 -2.412 0.061 -0.053 0.156 -0.245 0.000
H -1.040 -1.649 -1.362 0.457 -0.237 -0.046 0.000
H 1.341 0.115 2.477 3.192 1.268 -1.883 0.000
H -1.683 2.355 -0.340 0.483 0.089 0.617 0.000
Yb 2.039 0.936 -0.137 -1.914 -0.444 3.077 0.981
O 2.197 0.439 1.923 -3.182 -0.546 -1.049 0.008
H -1.965 -0.091 0.175 0.367 0.126 0.372 0.000



ΔE to the lowest compared entry with this formula, charge and spin
In order: 69.6, 0.0
Unit: kJ/mol